Entry from OMol25: a molecular structure, C30H29Br2FMnN6O3 at a distorted geometry (ωB97M-V with the def2-TZVPD basis set).

Element x y z (Å)
Mn: 0.0534 0.1011 0.0502
Br: -6.2168 1.4553 -1.7360
C: -4.4437 1.0743 -1.2445
C: -3.3878 1.6341 -1.9524
C: -2.1103 1.3368 -1.5310
N: -1.8398 0.5508 -0.4871
C: -2.8609 -0.0139 0.1837
C: -4.1799 0.2397 -0.1774
C: -2.4837 -0.8946 1.2936
C: -3.4075 -1.5578 2.0990
C: -2.9523 -2.3770 3.1102
Br: -4.1683 -3.2766 4.2267
C: -1.5862 -2.5387 3.3075
C: -0.7380 -1.8433 2.4720
N: -1.1626 -1.0408 1.5026
H: -3.5621 2.2755 -2.8034
H: -1.2502 1.7405 -2.0496
H: -4.9982 -0.2122 0.3631
H: -4.4683 -1.4397 1.9350
H: -1.2051 -3.1870 4.0822
H: 0.3374 -1.9249 2.5792
F: 5.5006 -0.0498 3.7693
C: 5.1483 -1.0339 2.9166
C: 4.0081 -0.8260 2.1907
C: 3.5801 -1.7465 1.2335
C: 2.3771 -1.4693 0.4785
O: 1.7750 -0.3685 0.6470
C: 1.9533 -2.4954 -0.3982
C: 2.7287 -3.6075 -0.5494
N: 3.9138 -3.8222 0.0647
C: 4.6789 -4.9496 -0.4499
C: 5.3745 -5.9798 0.3890
C: 6.1736 -5.0445 -0.4775
C: 4.3354 -2.9213 1.0288
C: 5.4578 -3.1289 1.8319
C: 5.9134 -2.2045 2.7673
N: 7.0739 -2.5349 3.5129
C: 8.2509 -2.9701 2.7663
C: 9.0110 -4.0178 3.5989
N: 8.6559 -3.8284 5.0395
C: 8.6534 -2.3756 5.3811
C: 7.4729 -1.7056 4.6565
C: 0.6824 -2.4124 -1.2175
O: 0.3316 -3.3699 -1.8719
O: 0.1033 -1.2625 -1.1739
H: 3.4389 0.0807 2.3400
H: 2.3712 -4.3706 -1.2294
H: 4.1978 -5.3318 -1.3358
H: 5.2732 -7.0102 0.0790
H: 5.3862 -5.8594 1.4637
H: 6.6084 -5.4337 -1.3872
H: 6.7669 -4.2621 -0.0281
H: 6.0064 -4.0545 1.7635
H: 8.8988 -2.1148 2.5372
H: 7.9634 -3.4188 1.8213
H: 10.0862 -3.8900 3.4924
H: 8.7467 -5.0349 3.3178
H: 9.2967 -4.3489 5.6382
H: 7.7130 -4.1910 5.1919
H: 9.6104 -1.9651 5.0651
H: 8.5640 -2.2521 6.4574
H: 7.7850 -0.7026 4.3578
H: 6.6283 -1.6168 5.3338
C: -1.2908 4.5142 2.6451
C: 0.0344 3.7439 2.7558
C: 0.0883 2.6197 1.8468
N: 0.1018 1.7547 1.0966
H: -1.2379 5.4036 3.2688
H: -2.1288 3.9064 2.9818
H: -1.4787 4.8253 1.6190
H: 0.1706 3.3695 3.7718
H: 0.8721 4.4049 2.5247

Its expectation value of S² is 1.155. The gap between HOMO and LUMO (spin up / spin down) is 7.42 / 6.91 eV. As for the net charge: +2. As for the multiplicity: 2. The calculation puts the molar mass at 755.345 g/mol. For the relative energy (zero: lowest compared OMol25 entry of this formula, charge and spin), the calculation gives 48.80 kJ/mol.

Results of the Löwdin charge analysis, in e, for atoms 1 through 5:
1 Mn 0.670
2 Br 0.837
3 C -0.659
4 C -0.067
5 C -0.075